Molecular formula: C14H18F18Li2N4O12S6
Method: DFT, the ωB97M-V functional and the def2-TZVPD basis

Values from the calculation:
Frontier orbital gap = 8.8328 eV
HOMO level = -9.3 eV
Total charge = 0

Last column: Löwdin charge in e.
Cartesian coordinates (Å):
Li: 1.63516 -0.85327 0.16388  0.58
Li: 2.99732 -2.49776 -1.48783  0.69
C: 0.28013 3.55248 0.07313  -0.06
C: -0.36596 2.36107 -0.62827  -0.23
C: -1.71803 1.94224 -0.02322  -0.11
N: -2.73461 1.55334 -1.09230  -0.25
C: -2.26824 0.32361 -1.80457  0.04
C: -2.92725 2.69891 -2.05657  -0.10
C: -4.34593 2.61913 -2.63486  -0.12
C: -5.13688 1.78977 -1.58324  -0.15
C: -4.13409 1.40516 -0.53006  -0.09
H: 0.19279 3.38632 1.15204  0.06
H: -0.25863 4.48587 -0.10897  0.08
H: 1.33963 3.71435 -0.10912  0.08
H: 0.18874 1.44653 -0.48048  0.06
H: -0.26334 2.53683 -1.70169  0.11
H: -2.18223 2.76234 0.52170  0.13
H: -1.62487 1.04212 0.57998  0.08
H: -2.90364 0.07154 -2.65489  0.12
H: -2.18728 -0.50615 -1.10474  0.10
H: -1.31141 0.54483 -2.27759  0.09
H: -2.22046 2.50664 -2.86510  0.12
H: -2.59389 3.63774 -1.62187  0.14
H: -4.36576 2.03144 -3.54717  0.11
H: -4.80659 3.59525 -2.75044  0.11
H: -5.41330 0.85456 -2.07886  0.11
H: -6.02900 2.30225 -1.24107  0.12
H: -4.26742 0.46808 0.00075  0.15
H: -4.14587 2.26530 0.14880  0.14
C: 2.59161 -4.77039 1.21542  -0.64
F: 2.18206 -5.61503 0.28950  0.15
F: 2.85196 -5.41333 2.32624  0.20
F: 3.69685 -4.15061 0.76148  0.10
S: 1.25533 -3.36610 1.40519  0.72
O: 0.08686 -3.95301 2.02416  -0.23
O: 1.73892 -2.24716 2.18481  -0.30
N: 1.25643 -2.81538 -0.28146  -0.43
S: -0.04927 -3.46631 -0.76187  0.51
O: -0.20244 -4.86796 -0.48154  -0.27
O: -1.18709 -2.65342 -0.46897  -0.25
C: 0.24940 -3.44040 -2.63978  -0.63
F: -0.45170 -4.35983 -3.23903  0.19
F: -0.05848 -2.22858 -3.13627  0.11
F: 1.57760 -3.55892 -2.93147  0.06
C: 3.51365 -0.23533 -3.74153  -0.66
F: 3.62727 0.77487 -4.57440  0.18
F: 2.71602 -1.17006 -4.22125  0.16
F: 4.71231 -0.76425 -3.54606  0.15
S: 2.76184 0.40232 -2.07988  0.65
O: 3.01624 1.80097 -1.92471  -0.23
O: 1.38960 -0.01747 -2.09739  -0.33
N: 3.30813 -0.67131 -0.86290  -0.47
S: 4.43378 0.21048 -0.06241  0.61
O: 5.46796 0.82150 -0.84051  -0.25
O: 3.69366 0.96210 0.91865  -0.27
C: 5.21292 -1.21565 0.99239  -0.66
F: 5.71806 -2.16862 0.22081  0.14
F: 6.19178 -0.61020 1.67298  0.15
F: 4.33754 -1.67127 1.85413  0.16
C: -3.11910 0.51651 4.13687  -0.65
F: -4.10119 -0.17767 4.74179  0.12
F: -3.71639 1.27001 3.22165  0.13
F: -2.41015 1.08282 5.08382  0.16
S: -1.99600 -0.80312 3.23221  0.67
O: -2.31833 -2.05906 3.84980  -0.29
O: -2.11427 -0.69966 1.79681  -0.33
N: -0.39790 -0.43409 3.77577  -0.26
S: -0.00795 0.82863 2.86459  0.61
O: 0.67008 0.39079 1.64629  -0.37
O: -1.04158 1.83298 2.71598  -0.32
C: 1.35877 1.57199 3.98067  -0.68
F: 2.34349 0.68244 3.94859  0.14
F: 1.76952 2.73709 3.52547  0.16
F: 1.01316 1.67821 5.24803  0.16